{"formula": "C22H59NO16S4", "method": "wB97M-V/def2-TZVPD", "species": ["C", "C", "O", "S", "C", "O", "O", "H", "H", "H", "H", "H", "H", "H", "H", "C", "C", "O", "S", "C", "O", "O", "H", "H", "H", "H", "H", "H", "H", "H", "C", "C", "O", "S", "C", "O", "O", "H", "H", "H", "H", "H", "H", "H", "H", "C", "C", "O", "S", "C", "O", "O", "H", "H", "H", "H", "H", "H", "H", "H", "C", "C", "N", "H", "H", "H", "C", "C", "O", "H", "H", "H", "H", "H", "H", "C", "C", "O", "H", "H", "H", "H", "H", "H", "C", "C", "O", "H", "H", "H", "H", "H", "H", "C", "C", "O", "H", "H", "H", "H", "H", "H"], "positions_angstrom": [[-6.8811, 3.4518, -4.3081], [-7.7190, 4.7054, -4.5523], [-7.2425, 5.7586, -3.6595], [-8.1013, 7.1617, -3.3864], [-7.8643, 8.0482, -4.9824], [-9.4899, 6.7791, -3.1919], [-7.4066, 7.9185, -2.3381], [-5.9036, 3.5428, -4.7817], [-7.3452, 2.5990, -4.8034], [-6.6074, 3.1051, -3.3116], [-7.8460, 4.9357, -5.6101], [-8.6697, 4.4755, -4.0714], [-8.2094, 7.3795, -5.7709], [-6.8127, 8.2943, -5.1299], [-8.3916, 8.9986, -5.0652], [-7.1013, -3.4502, 3.8888], [-6.7960, -4.0923, 5.2787], [-6.9247, -3.1001, 6.3079], [-5.5262, -2.3203, 6.7955], [-4.7516, -3.5605, 8.0164], [-4.6488, -2.1114, 5.6739], [-5.9267, -1.0673, 7.5297], [-6.1986, -3.0826, 3.4009], [-7.8437, -2.6597, 3.9985], [-7.6359, -4.1026, 3.1984], [-7.5901, -4.7913, 5.5409], [-5.8334, -4.6015, 5.2306], [-5.6198, -3.9479, 8.5496], [-4.0166, -3.0566, 8.6441], [-4.1744, -4.2943, 7.4539], [1.7534, 6.3382, -5.0918], [1.3263, 7.2047, -3.8255], [2.5957, 7.7301, -3.3024], [2.3234, 8.9947, -2.2528], [4.0737, 9.5507, -2.1372], [1.6056, 10.1047, -2.8461], [1.8941, 8.4233, -0.9635], [0.9014, 5.6770, -5.2502], [2.5745, 5.6733, -4.8240], [2.1136, 6.8250, -5.9981], [0.5903, 8.0044, -3.9077], [0.9152, 6.5716, -3.0392], [4.1043, 10.5872, -2.4730], [4.6494, 9.0117, -2.8896], [4.3072, 9.5043, -1.0735], [5.5885, -7.9955, -0.8192], [6.9328, -8.1876, -1.4620], [7.3382, -9.5033, -1.3408], [8.7506, -9.8657, -0.4902], [9.2450, -11.4533, -1.3849], [9.7927, -8.8937, -0.8386], [8.4230, -10.0855, 0.9238], [5.6726, -8.1681, 0.2538], [4.7648, -8.5688, -1.2445], [5.3535, -6.9400, -0.9559], [6.8982, -8.0764, -2.5458], [7.6554, -7.4560, -1.1006], [8.3166, -11.8967, -1.7449], [9.9759, -12.0388, -0.8273], [9.7051, -11.0591, -2.2910], [1.1796, -0.4516, -1.1906], [-0.1544, -1.0890, -1.2655], [-1.1932, -1.6523, -1.3587], [1.4582, 0.1618, -2.0475], [2.0777, -0.9638, -0.8455], [0.9819, 0.3038, -0.4301], [1.9342, 0.4502, 5.7586], [1.0996, 0.9915, 6.8578], [1.7885, 1.9267, 7.5901], [1.3421, -0.3274, 5.2762], [2.8466, -0.0901, 6.0112], [2.1107, 1.2749, 5.0680], [0.8102, 0.1484, 7.4851], [0.2555, 1.4922, 6.3837], [1.2972, 2.7353, 7.4276], [9.6061, 0.6653, -4.4372], [8.6403, 0.6480, -3.2312], [8.8565, -0.3969, -2.3654], [9.8166, 1.7240, -4.5889], [9.3457, 0.0338, -5.2865], [10.6406, 0.3349, -4.3428], [7.5848, 0.6661, -3.5027], [8.8347, 1.5692, -2.6819], [9.7113, -0.2362, -1.9591], [-3.4263, 4.3216, 1.7932], [-2.3356, 4.6842, 2.7132], [-2.0673, 6.0497, 2.8612], [-3.2439, 4.7214, 0.7957], [-4.2847, 4.6879, 2.3563], [-3.4172, 3.2317, 1.7769], [-1.3704, 4.2784, 2.4099], [-2.6636, 4.3530, 3.6985], [-1.3262, 6.3190, 2.3136], [-2.0432, -7.7161, 1.0971], [-2.3696, -7.9446, -0.2848], [-3.7747, -7.6804, -0.4790], [-2.4755, -8.4297, 1.7985], [-2.4934, -6.7632, 1.3756], [-0.9588, -7.7025, 1.2067], [-2.1961, -8.9731, -0.6012], [-1.6778, -7.3682, -0.8990], [-3.8095, -6.9160, -1.0588]], "forces_ev_per_angstrom": [[1.23, -0.13, -1.09], [-1.09, -0.97, 2.74], [0.37, 2.04, -0.38], [0.43, 0.06, 0.74], [0.05, -0.47, 0.22], [1.45, 0.51, -0.55], [-1.00, -1.74, -2.06], [0.11, 0.15, -0.25], [-0.26, 0.09, -0.07], [-0.77, 0.70, 0.38], [0.35, 0.44, 0.16], [-0.55, -0.01, -0.79], [0.00, 0.03, 0.06], [0.06, -0.40, 0.31], [-0.38, -0.27, 0.58], [-0.26, -0.19, 0.44], [-1.02, 0.28, -1.67], [2.28, 1.18, 1.24], [-0.72, 2.73, 1.81], [-0.69, 0.97, -1.24], [-0.39, -0.84, 0.23], [0.55, -4.09, -1.67], [-0.14, 0.13, 0.13], [0.35, 0.35, 0.32], [0.41, -0.61, 0.12], [0.21, -0.19, -0.08], [0.05, 0.13, 0.44], [0.38, -0.14, 0.12], [-0.49, 0.42, 0.01], [-0.52, -0.14, -0.20], [-0.83, 0.20, 1.57], [1.45, -1.05, -0.66], [-1.32, 1.94, 0.82], [1.52, -0.34, 1.24], [-1.24, 0.17, -0.35], [-0.08, -1.47, 0.15], [0.43, 0.95, -2.38], [-0.01, 0.08, -0.61], [0.00, 0.08, 0.48], [-0.60, 0.52, 0.21], [0.25, 0.14, -0.85], [0.12, -0.41, -0.16], [-0.35, 0.02, 0.19], [0.17, -0.44, 0.71], [0.50, -0.40, -0.34], [-0.02, 0.83, 0.27], [-0.55, 1.20, -1.09], [2.88, -3.05, 1.62], [0.50, 0.07, 0.27], [-0.96, 1.97, -0.37], [-1.76, -1.05, 0.55], [0.36, 0.25, -2.50], [-0.15, -0.14, -0.01], [0.29, -0.21, -0.03], [-0.25, 0.11, 0.09], [-0.28, 0.59, -0.09], [0.16, -0.20, 0.24], [0.14, -0.54, 0.65], [-0.57, 0.07, 0.25], [0.23, 0.09, 0.15], [-0.70, 1.47, 0.77], [-2.30, -2.69, -0.98], [3.64, 2.20, 0.45], [-0.37, -0.45, -0.38], [-0.62, -0.80, -0.14], [0.35, 0.25, 0.28], [-0.03, -0.68, -1.22], [-0.30, -1.26, -0.44], [0.48, 1.62, 1.02], [-0.19, 0.10, -0.47], [0.17, 0.54, 0.47], [0.41, -0.29, -0.27], [-0.51, 0.15, 0.27], [-0.53, -0.50, 0.16], [0.49, 0.33, 0.49], [0.26, 0.30, -0.01], [1.08, 0.93, -0.69], [-0.03, -1.50, 1.01], [-0.58, 0.08, -1.18], [-0.74, 0.67, -0.28], [0.06, -0.45, 1.38], [0.12, -0.17, -0.31], [-0.21, 0.42, -0.03], [0.04, -0.27, 0.11], [-0.07, -0.08, 0.10], [1.76, -0.06, 0.66], [-0.42, 1.51, 0.14], [-0.55, 0.08, 0.03], [-0.67, -0.02, -1.05], [-0.42, -0.07, -0.23], [-0.07, -0.93, 0.23], [0.56, -0.34, 0.19], [-0.14, -0.09, -0.07], [0.45, 0.43, 2.30], [-0.79, -1.12, -1.74], [0.70, 0.28, -0.59], [0.06, -0.26, -0.16], [0.42, 0.27, 0.15], [0.02, 0.11, 0.38], [-0.02, -0.22, 0.09], [-0.49, 0.48, -0.39], [-0.35, 0.04, -0.03]], "charge": 0, "smiles": "CCOS(C)(=O)=O.CCOS(C)(=O)=O.CCOS(C)(=O)=O.CCOS(C)(=O)=O.CC#N.CCO.CCO.CCO.CCO"}

{"formula": "C4H3NO3", "method": "wB97M-V/def2-TZVPD", "species": ["C", "C", "C", "C", "H", "H", "H", "N", "O", "O", "O"], "positions_angstrom": [[0.6727, 0.7870, 1.0738], [-0.4853, -0.1798, -0.8104], [-0.9224, 0.3274, -2.0593], [-1.1666, 0.3203, -3.2779], [0.7455, -1.1859, 3.3568], [1.2747, 1.7300, 1.2616], [-1.6284, 0.6357, -4.2065], [0.3943, -0.3516, 1.6755], [1.4700, -0.3571, 2.7414], [-0.1996, 0.9243, 0.0105], [-0.2383, -1.3482, -0.4640]], "forces_ev_per_angstrom": [[-3.00, -2.61, 0.07], [2.21, -2.60, 3.04], [-0.96, -1.10, -4.62], [-0.25, 1.04, 3.32], [4.13, 3.86, -2.21], [-0.46, -1.80, 0.07], [0.59, -0.41, 0.30], [4.53, 4.45, 1.07], [-5.57, -5.04, 2.34], [0.15, 0.51, -1.24], [-1.37, 3.70, -2.13]], "de_lowest_kcal_mol": 167.57, "charge": 0}

{"formula": "C31H45BiClN4O8P2S", "method": "wB97M-V/def2-TZVPD", "species": ["Bi", "O", "C", "C", "O", "O", "C", "C", "C", "C", "C", "C", "C", "C", "C", "C", "C", "C", "H", "H", "H", "H", "H", "H", "H", "H", "H", "H", "H", "C", "N", "C", "P", "O", "O", "P", "O", "N", "C", "C", "N", "C", "C", "N", "C", "C", "H", "H", "H", "H", "H", "H", "H", "H", "H", "H", "H", "H", "H", "H", "H", "H", "H", "H", "H", "H", "H", "H", "H", "H", "Cl", "C", "C", "C", "C", "C", "C", "C", "O", "O", "H", "H", "H", "H", "C", "S", "C", "H", "H", "H", "H", "H", "H"], "positions_angstrom": [[-0.6869, 0.4337, -0.0339], [1.9033, 0.6211, -0.9757], [2.6685, -0.5002, -0.4585], [2.0939, -0.9814, 0.9604], [2.8809, -1.3554, 1.7936], [0.8004, -0.9121, 1.0121], [2.4418, -1.6404, -1.4155], [1.5720, -1.4462, -2.4852], [1.2971, -2.5078, -3.3525], [1.8389, -3.7908, -3.0873], [2.7020, -3.9720, -2.0072], [3.1322, -2.8934, -1.2987], [4.1742, -0.1681, -0.3302], [4.6858, 0.6286, 0.7653], [6.0488, 0.9648, 0.8269], [6.9507, 0.3690, -0.1009], [6.4338, -0.1236, -1.2733], [5.1260, -0.4647, -1.3231], [2.2858, 1.3830, -0.4844], [1.0505, -0.4993, -2.4609], [0.8597, -2.3331, -4.3298], [1.5001, -4.6552, -3.6869], [3.1526, -5.0003, -1.8504], [3.9712, -2.9198, -0.5970], [4.0717, 0.8257, 1.6167], [6.3535, 1.7043, 1.5648], [7.9950, 0.3773, 0.1149], [7.0116, -0.3318, -2.1396], [4.8229, -1.1679, -2.1486], [-5.9768, 1.9579, -2.1307], [-4.5513, 1.9850, -2.4961], [-3.9148, 3.3550, -2.6499], [-3.4767, 0.7162, -2.4737], [-2.2001, 1.2479, -1.8995], [-4.2225, -0.4120, -1.5731], [-3.8020, -1.3652, -0.2800], [-2.6187, -0.6956, 0.4244], [-3.3785, -2.7177, -1.1057], [-2.3269, -3.6158, -0.4656], [-4.3717, -3.4433, -1.9301], [-5.1945, -1.3923, 0.6408], [-5.1510, -0.6635, 1.8928], [-6.4538, -1.9601, 0.0497], [-3.1805, 0.0346, -3.9446], [-1.8526, 0.0287, -4.5622], [-4.2879, -0.3636, -4.8831], [-6.4828, 2.2605, -3.0735], [-6.1973, 2.7463, -1.3405], [-6.2984, 0.9162, -1.9540], [-4.5320, 3.8429, -3.4091], [-2.9136, 3.3144, -2.9638], [-4.1084, 4.0207, -1.7675], [-1.7009, -2.9206, 0.1425], [-1.7001, -4.0558, -1.2712], [-2.9046, -4.3907, 0.1064], [-4.8936, -4.2677, -1.3313], [-3.8664, -3.9726, -2.7462], [-5.1221, -2.8282, -2.4238], [-5.3694, -1.2595, 2.7623], [-5.9078, 0.1037, 1.9880], [-4.2083, -0.0519, 2.0650], [-6.5328, -1.6121, -0.9823], [-7.3187, -1.6109, 0.6181], [-6.4964, -3.0680, -0.0290], [-1.1563, 0.5237, -3.9322], [-1.9422, 0.4605, -5.5821], [-1.4179, -1.0064, -4.7192], [-4.3863, 0.3124, -5.7744], [-5.2805, -0.3147, -4.4225], [-4.1040, -1.4266, -5.2273], [0.2666, 6.9572, 5.5567], [0.1814, 5.5029, 4.5977], [-1.0527, 5.0846, 4.1801], [-1.2111, 4.1819, 3.1553], [-0.1009, 3.5493, 2.6689], [1.1608, 3.8075, 3.1675], [1.3336, 4.9094, 3.9950], [-0.2548, 2.4058, 1.7224], [0.6786, 2.2220, 0.8343], [-1.2714, 1.7020, 1.7639], [-1.9002, 5.4476, 4.7093], [-2.2099, 3.9532, 2.7546], [2.0009, 3.1377, 2.9852], [2.3176, 5.2380, 4.2787], [8.8124, -1.7950, 6.5516], [8.0741, -0.2113, 6.9625], [7.3850, 0.3947, 5.3811], [8.8018, -1.8785, 5.3985], [8.1176, -2.5294, 6.9882], [9.8094, -1.8011, 7.0214], [7.4839, -0.3175, 4.5296], [7.9149, 1.3533, 5.1682], [6.3253, 0.6301, 5.4684]], "forces_ev_per_angstrom": [[2.21, -0.09, 0.10], [0.89, 0.45, 1.24], [0.99, -0.78, 0.43], [1.29, 0.99, -1.37], [-0.93, -0.26, 0.11], [-1.64, 0.16, 0.40], [0.43, -1.16, -0.83], [-0.23, -0.79, 0.99], [1.06, -0.94, -0.17], [-1.29, 0.65, -0.26], [0.76, -1.92, -0.91], [-0.35, 2.15, 1.32], [1.17, 1.40, 0.88], [0.26, -0.98, -1.68], [-0.53, -1.06, -0.61], [-0.96, 1.92, 0.86], [0.88, -0.41, 0.75], [-3.33, -1.47, -1.01], [-0.56, -0.29, -0.51], [0.09, 0.00, -0.96], [-0.59, -0.04, 0.29], [0.49, 0.64, 0.22], [-0.55, 1.45, -0.09], [-0.48, -0.36, -0.01], [-0.50, 0.55, 0.21], [0.32, -0.68, 0.23], [0.66, 0.48, -0.25], [0.83, -0.47, -0.27], [0.14, 1.27, 0.58], [0.19, 0.85, -1.30], [1.25, -0.33, 0.73], [-3.43, -0.05, 0.35], [-0.37, 0.98, 0.19], [0.33, -0.80, 0.14], [-0.04, 0.19, 0.25], [0.01, 1.70, -0.87], [-1.63, -1.37, -0.23], [0.18, -0.65, 0.39], [-1.00, 0.77, -0.29], [-0.12, -1.48, 0.50], [1.49, -0.65, -1.20], [0.25, 1.61, 1.10], [0.53, -0.05, -0.02], [-1.13, -0.16, -0.54], [-0.21, -1.46, -1.15], [0.44, -0.36, -0.14], [-0.30, 0.04, 0.75], [0.15, -1.40, -0.67], [0.13, 0.73, 0.54], [0.34, 0.07, -0.34], [1.19, -0.12, -0.12], [0.63, -1.00, -0.26], [-0.38, -1.09, -0.13], [-0.53, 0.21, 0.56], [1.09, 0.55, -0.24], [0.58, 1.17, -0.62], [0.23, 0.19, 0.22], [0.13, 0.35, 0.37], [0.43, -0.77, 0.25], [-0.58, 0.31, -0.70], [-0.90, -1.33, -0.46], [-0.20, 0.24, 0.10], [0.26, 0.03, -0.04], [0.32, 0.66, 0.57], [0.53, 0.79, 0.27], [0.30, 0.10, 0.73], [-0.82, 0.79, 0.29], [0.58, -0.51, 0.74], [0.32, -0.13, 0.33], [-0.23, 1.22, 0.30], [0.25, -0.66, 0.05], [1.76, 0.20, -1.62], [-0.77, 0.05, 0.34], [-0.94, -0.05, 0.09], [0.28, -1.75, -0.54], [0.60, 0.69, 0.42], [-1.03, 0.17, 1.30], [3.22, 2.44, -0.70], [-2.09, -0.53, 1.10], [-1.65, -1.74, -0.56], [-0.69, 0.54, 0.02], [0.56, 0.02, 0.37], [-0.16, 0.43, -0.48], [0.18, 0.00, 0.17], [-0.66, -0.14, -1.31], [-0.41, 0.79, -0.16], [0.47, 0.54, -0.43], [0.45, -0.14, 2.00], [0.76, -0.18, -0.34], [-0.41, -0.38, -0.54], [0.20, 0.45, 0.74], [-0.38, -0.81, -0.19], [-0.02, -0.13, 0.21]], "charge": 1}

E_LUMO? In order: 0.17; -0.27; -2.77 eV.
Calculated total energy? In order: -3724.6712; -434.4603; -3784.8153 hartree.